The ion C8H10NO2 with charge +1 in a non-equilibrium geometry, computed with ωB97M-V with the def2-TZVPD basis set.

The orbital gap comes out at 0.3202 Eh. The total energy comes out at -14033.03537 eV. The charge is +1. The highest occupied orbital energy comes out at -13.88 eV. As for the SMILES: O=C(O)CCc1cccc[nH+]1. Its largest force on an atom is 0.09353 Eh/bohr.

Atoms and positions in Å:
O  2.9706  -1.8510  0.6639
O  2.7638  0.2515  1.7085
N  -1.0894  1.1116  0.7777
C  2.6723  -0.4363  0.6709
C  -0.3673  0.5160  -0.3479
C  -2.4451  -1.2188  -0.6612
C  -1.0384  -0.6631  -1.0928
C  -3.1288  -0.4926  0.5436
C  -2.3776  0.6764  1.2392
C  2.2715  0.1729  -0.7683
C  1.0312  1.1850  -0.7135
H  2.3345  -2.2393  1.3063
H  -0.5216  -1.1516  -1.9989
H  2.1818  -0.6436  -1.5774
H  -0.6656  1.9163  1.2833
H  0.9121  1.6216  -1.7785
H  -4.1711  -0.7719  0.9456
H  -2.9722  -2.0812  -1.1985
H  -2.8471  1.2279  2.1269
H  3.1885  0.8037  -1.0911
H  1.2980  2.0664  -0.0380

Forces on the atoms, in the same order (eV/Å):
O -1.62 2.48 -0.02
O -0.74 -2.45 -3.92
N -1.49 -2.43 -1.43
C 0.35 0.78 1.95
C -2.37 -1.26 0.44
C 1.80 3.79 2.34
C -1.68 1.01 2.26
C 3.29 1.24 -0.90
C -0.12 -2.32 -2.53
C 1.05 -0.04 0.03
C -0.24 -0.30 -0.79
H 0.90 0.18 -0.15
H -0.78 1.03 1.74
H -0.12 1.20 1.53
H -0.24 -0.92 -0.63
H 0.14 -0.71 1.68
H 1.98 0.44 -0.79
H 1.03 1.48 0.84
H 0.97 -0.87 -1.55
H -1.49 -0.94 0.57
H -0.63 -1.37 -0.66

These are the Löwdin partial charges, in e, on atoms 1 to 8: 0.029 0.079 0.085 -0.376 -0.093 0.040 0.050 0.012

=====

A cluster of 2 separate species, C8H10NO3P in total in a non-equilibrium geometry, computed with ωB97M-V with the def2-TZVPD basis set.

The orbital gap comes out at 0.3177 Eh. The total energy comes out at -25371.70836 eV. The charge is 0. The highest occupied orbital energy comes out at -9.26 eV. As for the SMILES: N#COPCOO.c1ccccc1. Its largest force on an atom is 0.22864 Eh/bohr.

Atoms and positions in Å:
P  2.3233  -3.2304  1.7164
O  3.1183  -1.8565  1.0004
O  0.0820  -0.6690  1.6047
O  0.4511  -1.3052  2.7035
N  4.4054  -0.6328  3.1130
C  0.5974  -2.7486  2.4447
C  -2.3136  1.1941  -1.1324
C  -2.8537  1.8874  -2.2152
C  -2.0119  2.5258  -3.1256
C  -0.6284  2.4635  -2.9576
C  -0.9301  1.1366  -0.9614
C  -0.0881  1.7672  -1.8769
C  4.0427  -1.3490  2.0684
H  -2.9698  0.6986  -0.4218
H  -2.4332  3.0704  -3.9660
H  0.9901  1.7166  -1.7476
H  -0.5091  0.5997  -0.1157
H  -0.6710  -0.0635  1.8866
H  0.3835  -3.3433  3.4535
H  3.1427  -3.6091  2.8749
H  0.0280  2.9578  -3.6690
H  -3.9318  1.9307  -2.3492
H  -0.2238  -3.1409  1.6725

Forces on the atoms, in the same order (eV/Å):
P -0.56 -1.60 -0.76
O 3.16 0.90 5.10
O -2.21 2.77 -3.35
O 1.16 -3.58 3.88
N -2.74 -6.59 -9.34
C -1.15 -0.11 0.27
C 0.16 0.11 -0.14
C 0.13 0.00 0.02
C 0.09 -0.11 0.16
C -0.13 -0.09 0.12
C -0.15 0.10 -0.11
C -0.13 0.03 -0.01
C -0.70 5.65 5.63
H 0.07 0.06 -0.10
H 0.05 -0.08 0.11
H -0.17 0.01 0.00
H 0.01 0.10 -0.31
H 1.18 -1.20 -0.24
H 0.69 1.45 -2.00
H -0.66 1.11 -0.56
H -0.10 -0.08 0.11
H 0.17 0.00 0.02
H 1.83 1.15 1.51

These are the Löwdin partial charges, in e, on atoms 1 to 8: 0.904 -0.392 -0.105 -0.260 0.101 -0.350 -0.095 -0.099